Density functional theory data (ωB97M-V/def2-TZVPD) for a structure of composition C58H73AsN2O4PRhS2Si in a non-equilibrium geometry.

Each line ends with the Löwdin charge.
Geometry (Å):
Rh (-0.8697, 0.3722, -0.3722)  0.843
C (-1.1755, 2.9767, 1.6932)  -0.229
N (-1.5463, 2.4083, 0.4245)  -0.137
C (-2.6669, 2.7626, -0.1100)  -0.143
C (-3.0850, 2.1883, -1.3227)  -0.349
C (-4.0718, 2.5791, -2.2492)  -0.050
C (-3.9124, 1.7590, -3.3494)  -0.096
C (-2.8590, 0.8781, -3.0479)  -0.192
N (-2.3738, 1.1338, -1.8386)  -0.060
C (-0.6253, 4.3789, 1.5842)  -0.213
C (-0.2344, 4.9353, 0.3747)  -0.043
C (0.2709, 6.2236, 0.3326)  -0.081
C (0.3919, 6.9687, 1.4921)  -0.094
C (0.0067, 6.4175, 2.7027)  -0.091
C (-0.4969, 5.1316, 2.7458)  -0.052
H (-0.4132, 2.3201, 2.1258)  0.087
H (-2.0325, 2.9804, 2.3831)  0.117
H (-3.2998, 3.5185, 0.3566)  0.146
H (-4.7750, 3.3778, -2.1212)  0.094
H (-4.4720, 1.7746, -4.2657)  0.090
H (-2.4428, 0.1092, -3.6760)  0.107
H (-0.3256, 4.3662, -0.5393)  0.096
H (0.5692, 6.6476, -0.6143)  0.104
H (0.7747, 7.9774, 1.4518)  0.101
H (0.0871, 6.9953, 3.6116)  0.100
H (-0.8017, 4.7033, 3.6899)  0.112
O (-1.2990, -1.7184, -1.0438)  -0.424
Si (-1.6535, -2.6963, -2.2203)  0.424
C (-0.3689, -2.9365, -3.5980)  -0.231
C (0.4165, -1.8661, -4.0068)  -0.113
C (1.3492, -2.0088, -5.0176)  -0.085
C (1.5079, -3.2325, -5.6449)  -0.095
C (0.7325, -4.3103, -5.2526)  -0.089
C (-0.1977, -4.1595, -4.2394)  -0.103
C (-1.9795, -4.4084, -1.4286)  -0.221
C (-0.9217, -5.1542, -0.9237)  -0.117
C (-1.1509, -6.2620, -0.1282)  -0.095
C (-2.4474, -6.6441, 0.1756)  -0.107
C (-3.5126, -5.9336, -0.3511)  -0.095
C (-3.2717, -4.8335, -1.1547)  -0.111
C (-3.2999, -2.2733, -3.1059)  -0.248
C (-3.5282, -2.6145, -4.4324)  -0.088
C (-4.7325, -2.3096, -5.0458)  -0.087
C (-5.7257, -1.6580, -4.3335)  -0.094
C (-5.5023, -1.2923, -3.0163)  -0.089
C (-4.2939, -1.5936, -2.4136)  -0.134
H (0.2992, -0.9139, -3.5079)  0.048
H (1.9676, -1.1716, -5.3064)  0.100
H (2.2403, -3.3508, -6.4307)  0.098
H (0.8598, -5.2715, -5.7318)  0.100
H (-0.7945, -5.0100, -3.9348)  0.102
H (0.0907, -4.8499, -1.1510)  0.096
H (-0.3176, -6.8242, 0.2676)  0.101
H (-2.6229, -7.4970, 0.8137)  0.098
H (-4.5301, -6.2249, -0.1341)  0.102
H (-4.1010, -4.2958, -1.5948)  0.094
H (-2.7522, -3.1184, -4.9934)  0.095
H (-4.8917, -2.5753, -6.0831)  0.099
H (-6.6720, -1.4368, -4.8077)  0.098
H (-6.2628, -0.7574, -2.4640)  0.104
H (-4.0945, -1.2710, -1.3996)  0.090
O (0.7840, 0.2881, 1.3976)  -0.433
P (2.0073, 0.2179, 2.2360)  0.851
C (1.4471, -0.0396, 3.9967)  -0.332
C (2.5498, -0.1808, 5.0526)  -0.178
C (2.7690, -1.6370, 5.4536)  -0.190
C (1.5015, -2.2532, 6.0630)  -0.187
C (0.2205, -1.6386, 5.4825)  -0.193
C (0.4379, -1.1896, 4.0439)  -0.216
C (3.2355, -1.0606, 1.6280)  -0.314
C (2.7320, -2.5033, 1.6337)  -0.192
C (1.6889, -2.7112, 0.5443)  -0.187
C (2.2929, -2.4865, -0.8525)  -0.177
C (3.6504, -1.7880, -0.7754)  -0.186
C (3.5809, -0.6179, 0.1977)  -0.208
C (2.8721, 1.8854, 2.2817)  -0.310
C (4.3782, 1.9035, 2.6055)  -0.185
C (5.1763, 2.7626, 1.6228)  -0.203
C (4.5785, 4.1593, 1.4805)  -0.179
C (3.0722, 4.1085, 1.1657)  -0.170
C (2.5715, 2.6748, 1.0072)  -0.221
H (0.8961, 0.8932, 4.1874)  0.121
H (2.2717, 0.3867, 5.9447)  0.121
H (3.4843, 0.2411, 4.6765)  0.095
H (3.5847, -1.6982, 6.1773)  0.112
H (3.0770, -2.2039, 4.5738)  0.094
H (1.5004, -2.1092, 7.1445)  0.107
H (1.5104, -3.3310, 5.8857)  0.109
H (-0.0835, -0.7769, 6.0797)  0.117
H (-0.5840, -2.3759, 5.5271)  0.100
H (-0.4975, -0.8591, 3.5792)  0.068
H (0.8031, -2.0334, 3.4618)  0.084
H (4.1127, -1.0120, 2.2790)  0.108
H (2.3272, -2.7738, 2.6098)  0.081
H (3.5811, -3.1704, 1.4546)  0.122
H (0.8742, -2.0020, 0.7014)  0.075
H (1.2756, -3.7188, 0.6285)  0.102
H (1.6108, -1.8674, -1.4364)  0.064
H (2.4123, -3.4342, -1.3804)  0.114
H (3.9120, -1.4064, -1.7626)  0.113
H (4.4329, -2.4872, -0.4715)  0.112
H (2.7796, 0.0321, -0.1611)  0.013
H (4.5200, -0.0614, 0.1913)  0.114
H (2.3361, 2.3995, 3.0928)  0.122
H (4.7986, 0.8974, 2.5990)  0.086
H (4.5210, 2.3110, 3.6087)  0.115
H (5.2109, 2.2800, 0.6463)  0.101
H (6.2046, 2.8482, 1.9798)  0.113
H (5.1118, 4.6925, 0.6919)  0.107
H (4.7466, 4.7116, 2.4067)  0.109
H (2.8586, 4.6694, 0.2552)  0.101
H (2.5103, 4.5871, 1.9705)  0.107
H (3.0486, 2.2068, 0.1484)  0.078
H (1.4959, 2.6862, 0.8239)  0.080
C (-3.5465, -2.0331, 3.9789)  -0.255
As (-3.0906, -1.9987, 2.0695)  0.746
C (-1.7678, -3.3968, 1.8180)  -0.213
C (-4.7197, -2.6338, 1.2190)  -0.232
S (-2.6037, -0.0103, 1.6187)  0.243
H (-3.7661, -3.0456, 4.3159)  0.035
H (-4.4177, -1.3961, 4.1387)  0.034
H (-2.7100, -1.6271, 4.5477)  0.008
H (-2.2774, -4.3587, 1.8167)  0.035
H (-1.0218, -3.3750, 2.6108)  0.031
H (-1.2977, -3.2175, 0.8518)  -0.002
H (-5.1455, -3.4286, 1.8274)  0.038
H (-4.4838, -3.0184, 0.2311)  -0.002
H (-5.4349, -1.8171, 1.1274)  0.041
O (0.4021, 6.2916, -5.7438)  0.119
C (1.2670, 6.1951, -4.7097)  -0.482
O (2.0471, 7.0803, -4.4815)  0.128
C (1.1800, 4.9414, -3.9206)  -0.128
C (-0.0282, 4.2594, -3.7598)  -0.007
C (-0.0793, 3.0910, -3.0355)  -0.075
C (1.0809, 2.5436, -2.4832)  -0.592
S (1.0698, 0.9890, -1.7095)  0.847
C (2.2896, 3.2345, -2.6292)  -0.092
C (2.3303, 4.4252, -3.3185)  0.000
H (-0.1191, 5.4848, -5.8523)  0.102
H (-0.9482, 4.6537, -4.1728)  0.125
H (-1.0122, 2.5708, -2.9077)  0.078
H (3.1919, 2.8104, -2.2157)  0.104
H (3.2610, 4.9605, -3.4333)  0.125

Calculated values
<S²>	6.027
multiplicity	5
net charge	0
E_LUMO (spin up / spin down)	0.325 / -2.534	eV